1.
The following is a quantum chemistry calculation of 2 unconnected molecules or ions with the total composition C4H8O2, from the OMol25 dataset.

The HOMO-LUMO gap is 8.841 eV. The value obtained for the largest force on an atom is 1.61 eV/A. For the HOMO energy, the calculation gives -8.476 eV. Its relative energy (zero: lowest compared OMol25 entry of this formula, charge and spin) is 92.7 kcal/mol.

ORCA input file:
```
! RIJCOSX wB97M-V def2-TZVPD def2/J DEFGRID3
* xyz 0 1
O 1.57000 1.93840 0.27937
C 0.77452 -0.24166 -0.53694
C 0.10688 -1.23185 0.35891
C -1.32401 -0.75442 0.31318
C -1.06065 0.69993 0.00681
O -1.83264 1.60374 -0.01906
H 1.73497 2.22094 -0.62675
H 1.87435 -0.23004 -0.42763
H 0.52995 -0.22442 -1.59493
H 0.52494 -1.12414 1.36786
H 0.25099 -2.26074 0.02929
H -1.84932 -1.12209 -0.57538
H -1.94507 -0.91480 1.19473
H 0.64509 1.64114 0.23054
*
```

2.
The following is a quantum chemistry calculation of a single C2H4N2O2 molecule, from the OMol25 dataset.

Its structure (SMILES) is C1=NOCON1. The HOMO-LUMO gap is 10.008 eV. The value obtained for the largest force on an atom is 3.37 eV/A. For the HOMO energy, the calculation gives -9.288 eV. Its relative energy (zero: lowest compared OMol25 entry of this formula, charge and spin) is 128.3 kcal/mol.

ORCA input file:
```
! RIJCOSX wB97M-V def2-TZVPD def2/J DEFGRID3
* xyz 0 1
C -1.05808 0.75089 -0.17790
N -0.06327 1.53872 -0.34704
O 1.22278 0.93245 -0.29830
C 1.19328 -0.45184 0.07368
O 0.14285 -1.08818 -0.59875
N -1.10218 -0.58734 -0.23687
H -2.11088 1.12174 0.13753
H 1.07835 -0.38009 1.15007
H 2.13348 -0.88371 -0.35986
H -1.43634 -0.95264 0.65745
*
```